Below is a structure of composition C6H7INP at a distorted geometry, with properties calculated with ωB97M-V/def2-TZVPD.

Results
Multiplicity = 1
LUMO energy = -0.3 eV
Gap between HOMO and LUMO = 7.73 eV
E_HOMO = -0.297 Eh

Atoms and positions in Å:
C1 1.77820 1.13067 -0.20012
C2 0.84666 1.80680 0.56199
C3 1.51429 -0.21921 -0.54964
C4 -0.40873 1.19590 0.90967
C5 0.22094 -0.68962 -0.47659
C6 -0.65540 0.02203 0.27181
N1 -4.16641 -1.33147 0.65650
P1 -2.52269 -1.10314 0.32859
I1 -5.55258 -0.07066 -0.06023
H1 2.61520 1.70958 -0.30270
H2 1.17979 2.82033 1.02457
H3 2.11151 -0.97948 -0.99185
H4 -1.12975 1.70593 1.58476
H5 -0.16243 -1.71674 -0.90916
H6 -2.17399 -1.74640 -0.81406
H7 -1.91896 -1.96593 1.36214